Computed, not measured: a cluster of 4 separate species, C27H44IN3O12 in total at a distorted geometry, with ωB97M-V/def2-TZVPD.

Last columns: bonded neighbours and bond lengths (Å).
Element x y z (Å)
1 C -2.42415 -2.45927 3.29977  C2 1.623, H26 1.193, H27 1.170, H28 1.188
2 C -1.20022 -2.44258 2.23365  C1 1.623, C3 1.673, C4 1.612, H29 1.195
3 C -1.60273 -3.40159 0.92334  C2 1.673, H30 1.194, H31 1.170, H32 1.172
4 C -0.64488 -1.02060 1.71664  C2 1.612, C5 1.610, H33 1.184, H34 1.195
5 C -1.32411 0.34368 2.23691  C4 1.610, C6 1.672, H35 1.166, H36 1.194
6 C -2.01723 1.29370 1.04854  C5 1.672, C7 1.643, O11 1.502, C15 1.673
7 C -3.45577 0.82033 0.41175  C6 1.643, C8 1.635, H37 1.194, H38 1.169
8 C -4.46561 0.05718 1.44595  C7 1.635, O9 1.363, I10 2.186
9 O -4.97573 -1.13320 1.02191  C8 1.363
10 I -5.13691 0.75005 3.40712  C8 2.186
11 O -2.47058 2.44165 1.90516  C6 1.502, C12 1.468
12 C -2.04792 3.73436 1.35152  O11 1.468, O13 1.339, O14 1.466
13 O -2.41834 4.96554 1.72566  C12 1.339
14 O -1.06644 3.34975 0.33311  C12 1.466, C15 1.504
15 C -0.99348 1.91734 -0.11882  C6 1.673, O14 1.504, C16 1.673, C21 1.636
16 C 0.64657 1.68215 0.11532  C15 1.673, C17 1.641, H39 1.167, H40 1.194
17 C 1.58294 2.65795 -0.81442  C16 1.641, C18 1.673, H41 1.171, H42 1.195
18 C 2.52589 1.77605 -1.87815  C17 1.673, O19 1.336, O20 1.471
19 O 3.74210 2.24695 -2.16882  C18 1.336
20 O 2.12461 0.49191 -2.47255  C18 1.471, H43 1.002
21 C -1.55473 2.07898 -1.64656  C15 1.636, C22 1.616, H44 1.194, H45 1.194
22 C -1.53830 0.77082 -2.59570  C21 1.616, N23 1.544, N24 1.543, N25 1.496
23 N -0.63105 1.09423 -3.80296  C22 1.544, H46 1.054, H47 1.063
24 N -2.93818 0.59091 -3.21906  C22 1.543, H48 1.043, H49 1.043
25 N -1.02788 -0.51309 -2.02248  C22 1.496, H50 1.040, H51 1.040
26 H -2.23498 -1.76587 4.25204  C1 1.193
27 H -3.48243 -2.18482 2.88397  C1 1.170
28 H -2.51436 -3.55882 3.74014  C1 1.188
29 H -0.28857 -3.02380 2.74164  C2 1.195
30 H -0.63424 -4.05256 0.67124  C3 1.194
31 H -1.83738 -2.78238 -0.04123  C3 1.170
32 H -2.54535 -4.05900 1.15161  C3 1.172
33 H -0.68070 -1.02503 0.53337  C4 1.184
34 H 0.51843 -0.96997 1.98369  C4 1.195
35 H -2.12609 0.27409 3.08055  C5 1.166
36 H -0.45548 1.03162 2.68298  C5 1.194
37 H -4.04259 1.75339 -0.04671  C7 1.194
38 H -3.24922 0.10106 -0.48601  C7 1.169
39 H 0.96229 0.55880 0.07889  C16 1.167
40 H 0.82978 2.03483 1.24135  C16 1.194
41 H 1.01822 3.54230 -1.33410  C17 1.171
42 H 2.37756 3.17020 -0.08419  C17 1.195
43 H 1.94214 0.61395 -3.45000  O20 1.002
44 H -0.89057 2.91765 -2.17678  C21 1.194
45 H -2.65189 2.54896 -1.62240  C21 1.194
46 H -1.29600 1.55910 -4.47572  N23 1.054
47 H -0.46762 0.13529 -4.23199  N23 1.063
48 H -3.52542 -0.04839 -2.64126  N24 1.043
49 H -3.38976 1.51519 -3.39304  N24 1.043
50 H -1.73802 -1.07867 -1.51413  N25 1.040
51 H -0.11877 -0.43875 -1.52311  N25 1.040
52 O 0.67468 -5.38693 1.64324  C53 1.220
53 C 1.65409 -5.74762 1.01172  O52 1.220, C54 1.499, O57 1.365
54 C 1.88441 -5.50374 -0.44898  C53 1.499, C55 1.508, H58 1.094, H59 1.092
55 C 2.99838 -6.47122 -0.75961  C54 1.508, C56 1.506, H60 1.093, H61 1.097
56 C 3.72670 -6.56901 0.55527  C55 1.506, O57 1.427, H62 1.095, H63 1.094
57 O 2.72312 -6.40021 1.55532  C53 1.365, C56 1.427
58 H 2.19525 -4.46530 -0.59332  C54 1.094
59 H 0.98722 -5.72443 -1.03186  C54 1.092
60 H 3.64000 -6.14962 -1.58425  C55 1.093
61 H 2.57389 -7.44790 -1.02213  C55 1.097
62 H 4.47578 -5.77930 0.67531  C56 1.095
63 H 4.21287 -7.54083 0.68110  C56 1.094
64 O -0.51982 4.23325 -4.21472  C65 1.220
65 C -0.69306 5.28105 -3.61448  O64 1.220, C66 1.499, O69 1.365
66 C -1.98269 5.72277 -2.99166  C65 1.499, C67 1.508, H70 1.094, H71 1.092
67 C -1.73469 7.19159 -2.75826  C66 1.508, C68 1.506, H72 1.093, H73 1.097
68 C -0.24247 7.24691 -2.56039  C67 1.506, O69 1.427, H74 1.095, H75 1.094
69 O 0.28504 6.20412 -3.37899  C65 1.365, C68 1.427
70 H -2.13053 5.18090 -2.05340  C66 1.094
71 H -2.82383 5.56071 -3.66961  C66 1.092
72 H -2.29630 7.60154 -1.91464  C67 1.093
73 H -2.01114 7.75783 -3.65601  C67 1.097
74 H 0.04651 7.05560 -1.52162  C68 1.095
75 H 0.17522 8.20831 -2.87322  C68 1.094
76 O 3.57128 0.63793 2.25026  C77 1.220
77 C 3.56965 -0.54437 2.55086  O76 1.220, C78 1.499, O81 1.365
78 C 4.78956 -1.38934 2.76066  C77 1.499, C79 1.508, H82 1.094, H83 1.092
79 C 4.22019 -2.78466 2.71261  C78 1.508, C80 1.506, H84 1.093, H85 1.097
80 C 2.81507 -2.58522 3.21736  C79 1.506, O81 1.427, H86 1.095, H87 1.094
81 O 2.44199 -1.27725 2.78631  C77 1.365, C80 1.427
82 H 5.21998 -1.15893 3.73916  C78 1.094
83 H 5.52252 -1.22759 1.96692  C78 1.092
84 H 4.78962 -3.51008 3.29970  C79 1.093
85 H 4.19492 -3.13533 1.67366  C79 1.097
86 H 2.75668 -2.62278 4.31023  C80 1.095
87 H 2.12308 -3.32243 2.79987  C80 1.094

## Properties
M = 729.56 g/mol
Spin multiplicity = 1
Maximum force = 9.313 eV/Å
Energy relative to the best compared isomer or geometry (same formula, charge and spin) = 843.55 kJ/mol
Orbital gap = 9.058 eV
LUMO energy = -0.24 eV